Entry 1:
The following is a DFT calculation (ωB97M-V/def2-TZVPD) of a structure of composition C42H44N3O7Ta in a non-equilibrium geometry.

The net charge is +2. The calculation puts the HOMO-LUMO gap at 6.7 eV. Its calculated total energy is -2374.4452 Ha. The relative energy (zero: lowest compared OMol25 entry of this formula, charge and spin) comes out at 1.799 eV. Its spin multiplicity is 1.

```
97
Properties=species:S:1:pos:R:3:forces:R:3:mulliken_charge:R:1
Ta -0.424 0.306 -0.262 -0.8 -3.3 -0.9 1.62
O -0.736 -0.771 1.240 -0.1 1.4 -0.4 1.42
C -0.372 -0.780 2.639 0.0 2.2 -0.5 1.83
C 0.949 0.107 2.721 0.3 -0.4 -0.5 -1.46
C 2.052 -0.399 1.775 -0.2 0.1 -1.6 -0.43
C 3.277 -0.839 2.211 0.7 -0.9 1.2 -0.45
C 4.145 -1.567 1.392 -1.8 0.9 -1.1 -1.00
C 3.846 -1.541 0.017 1.7 -0.9 0.5 -0.58
C 2.706 -0.973 -0.475 -1.2 0.9 1.3 -0.13
C 2.335 -0.908 -1.922 0.7 0.3 -0.7 -1.04
C 1.034 -1.631 -2.279 -1.2 -1.2 0.6 2.48
O -0.021 -1.128 -1.402 0.4 1.5 0.1 0.32
C 1.123 -3.112 -1.990 0.4 -2.8 0.2 -0.39
C 0.714 -3.761 -0.777 0.7 2.5 -0.6 0.47
C 1.124 -5.021 -0.449 0.1 -2.1 -0.5 -0.32
C 1.752 -5.872 -1.431 0.2 1.4 0.3 -0.75
C 2.082 -5.317 -2.684 -1.2 0.3 0.8 -0.81
C 1.695 -3.971 -2.952 1.0 0.1 -0.7 -0.10
C 0.559 -1.458 -3.694 0.1 2.1 -1.2 -0.71
C -0.489 -2.220 -4.224 0.5 -0.5 1.0 -0.31
C -0.981 -1.909 -5.459 -1.4 -0.6 -1.3 -0.88
C -0.617 -0.781 -6.156 0.1 1.1 -0.9 -0.50
C 0.378 0.045 -5.633 0.1 -0.3 0.1 -0.99
C 1.021 -0.344 -4.459 -0.2 0.2 1.0 -0.26
N 1.829 -0.438 0.422 -1.6 1.1 0.4 0.63
C -1.554 -0.183 3.447 -1.1 0.0 0.6 -0.34
C -1.558 1.123 3.950 -0.8 0.5 -0.5 0.06
C -2.618 1.628 4.747 0.5 -0.9 0.1 -1.14
C -3.692 0.826 5.148 1.2 -0.2 -0.8 -0.70
C -3.714 -0.473 4.614 -0.1 0.5 -0.2 -0.96
C -2.724 -0.953 3.755 0.7 0.7 0.3 -0.44
C -0.157 -2.194 2.945 0.2 -2.4 1.8 1.31
C 0.770 -2.660 3.917 1.0 1.2 -0.7 -0.06
C 1.003 -4.009 4.076 0.2 -0.6 0.4 -1.05
C 0.258 -4.937 3.356 0.6 -1.0 1.4 -0.37
C -0.763 -4.515 2.575 -0.9 0.5 -0.6 -1.11
C -1.017 -3.166 2.404 0.2 0.6 -0.6 -0.52
H 0.794 1.170 2.490 -0.5 -0.3 -0.1 -0.12
H 1.346 0.121 3.729 0.0 -0.2 0.2 1.18
H 3.514 -0.696 3.256 0.0 -0.3 0.1 0.56
H 4.910 -2.215 1.772 0.6 0.4 0.2 0.50
H 4.590 -1.967 -0.651 -0.4 -0.2 -0.1 0.52
H 2.285 0.161 -2.264 0.0 -0.9 0.5 0.07
H 3.145 -1.414 -2.481 -0.4 0.4 0.1 0.64
H 0.149 -3.142 -0.077 0.2 -0.3 0.1 -0.22
H 0.890 -5.389 0.570 0.1 0.1 -0.9 0.26
H 2.016 -6.910 -1.209 -0.1 0.5 0.1 0.40
H 2.555 -5.947 -3.454 -0.3 0.5 0.4 0.42
H 1.891 -3.588 -3.989 0.0 -0.3 1.2 0.29
H -0.914 -3.094 -3.706 0.4 0.5 -0.1 0.45
H -1.733 -2.556 -5.938 0.3 0.3 0.5 0.38
H -1.124 -0.533 -7.118 0.5 -0.2 0.9 0.40
H 0.666 0.987 -6.096 0.0 -0.3 -0.2 0.44
H 1.826 0.324 -4.059 -0.8 -0.8 -0.5 0.39
H -0.866 1.890 3.570 0.2 -0.7 0.6 0.18
H -2.483 2.620 5.134 -0.2 0.4 0.0 0.51
H -4.456 1.190 5.828 0.1 -0.1 -0.1 0.48
H -4.550 -1.114 4.859 0.0 -0.1 -0.1 0.46
H -2.886 -1.948 3.365 0.3 0.0 0.1 0.43
H 1.468 -1.990 4.483 -1.0 -0.4 -0.6 0.34
H 1.758 -4.361 4.787 -0.3 0.2 -0.3 0.46
H 0.339 -6.014 3.547 0.4 0.4 -0.2 0.46
H -1.392 -5.244 2.103 -0.3 -0.1 -0.2 0.45
H -1.895 -2.879 1.819 0.6 0.0 -0.1 0.36
C -3.676 3.164 0.258 -0.6 -0.4 1.9 -0.93
N -2.447 3.864 0.728 1.0 -1.0 -2.3 0.13
C -2.531 5.303 0.370 1.2 0.2 -0.2 -0.85
C -1.283 3.202 0.842 -1.6 -1.0 1.2 -0.11
O -1.197 1.907 0.875 -0.5 1.8 -0.8 -0.73
C -0.112 3.949 1.380 2.0 2.3 -0.3 -0.82
O 1.135 3.291 1.329 0.2 -0.7 -0.8 -0.36
C 1.937 3.269 0.107 -0.1 0.4 1.7 -0.57
C 1.085 3.031 -1.097 -1.4 0.1 -1.3 0.29
O 0.505 1.889 -1.200 1.4 0.8 -0.2 -0.54
N 0.818 3.975 -2.021 1.1 0.0 1.5 0.21
C 0.291 3.651 -3.349 0.5 -0.5 0.0 -0.92
C 1.174 5.413 -1.836 1.2 -0.5 0.7 -1.00
H -4.375 3.978 -0.009 0.1 -0.9 0.3 0.54
H -4.043 2.544 1.133 0.1 0.7 -1.1 0.27
H -3.537 2.499 -0.589 0.4 0.2 -0.1 0.24
H -3.107 5.801 1.130 -0.3 0.3 0.2 0.36
H -3.022 5.431 -0.624 0.5 -0.2 0.8 0.42
H -1.508 5.737 0.342 -1.0 -0.1 0.0 0.28
H -0.256 4.092 2.457 -0.4 -0.1 -0.1 0.34
H 0.006 5.011 0.977 -0.3 -1.4 0.4 0.69
H 2.626 2.435 0.316 -0.4 0.1 -0.6 -0.05
H 2.570 4.157 0.035 -0.4 0.1 0.0 0.53
H 0.029 4.593 -3.811 -0.4 -0.2 -0.1 0.50
H -0.511 2.940 -3.256 -0.5 -0.1 -0.2 0.20
H 1.101 3.189 -3.943 -0.3 0.2 0.2 0.34
H 1.316 5.895 -2.792 -0.3 0.0 -0.1 0.47
H 2.128 5.525 -1.324 0.1 -0.2 -0.1 0.41
H 0.491 5.950 -1.186 -0.6 -0.1 -0.3 0.28
O -2.626 -0.550 -0.648 1.1 1.3 -0.1 -0.47
C -2.723 0.169 -1.663 1.8 0.6 -0.5 -0.13
O -1.763 1.042 -1.969 -1.8 -2.0 1.8 -0.54
H -3.555 -0.008 -2.332 -0.3 0.4 -0.4 0.47
```
Forces are in eV/Å.

=====

Entry 2:
The following is a DFT calculation (ωB97M-V/def2-TZVPD) of a cluster of 8 separate species, C42H45Cl2N10OP in total in a non-equilibrium geometry.

The calculation puts the HOMO-LUMO gap at 9.0 eV. Its calculated total energy is -3511.9525 Ha. Its spin multiplicity is 1.

```
101
Properties=species:S:1:pos:R:3:forces:R:3:mulliken_charge:R:1
C -1.398 6.044 -1.781 -0.2 -0.2 0.1 -1.30
C -0.885 5.864 -3.187 0.1 0.0 0.4 0.60
Cl -1.151 7.412 -4.064 0.0 0.0 -0.2 -0.21
C 0.584 5.509 -3.293 0.0 0.2 -0.3 -1.65
C 0.907 4.039 -3.027 -0.2 0.6 -0.6 1.29
C 0.515 3.588 -1.712 -0.9 -0.6 2.0 -0.79
N 0.182 3.251 -0.650 0.6 0.4 -1.6 -0.54
C 2.423 3.772 -3.108 -0.5 0.1 -0.2 0.40
Cl 3.116 4.260 -4.669 0.1 0.0 -0.2 -0.13
C 3.130 4.411 -2.022 1.6 0.3 1.4 -0.30
N 3.788 4.771 -1.140 -1.1 -0.3 -1.1 -0.36
P 0.151 2.822 -4.292 0.8 -1.5 -0.2 0.11
N -0.023 3.762 -5.713 -0.3 0.2 1.0 -0.51
O -1.376 2.580 -3.797 0.3 0.7 -0.4 -0.41
H -1.489 5.106 -1.254 0.1 -0.4 0.0 0.23
H -0.745 6.676 -1.197 0.2 0.4 0.1 0.32
H -2.388 6.470 -1.814 -0.3 0.3 0.0 0.44
H -1.456 5.094 -3.688 -0.3 0.1 -0.3 0.13
H 0.875 5.698 -4.316 0.1 0.0 -0.3 0.59
H 1.199 6.174 -2.696 0.1 0.1 0.4 0.66
H 2.557 2.706 -3.024 0.2 -0.4 0.0 0.51
H -0.755 3.380 -6.294 -0.1 0.0 -0.2 0.26
H 0.868 3.710 -6.184 0.0 0.1 -0.4 0.23
H -1.351 1.688 -3.417 -0.7 -0.2 0.6 0.41
N 6.781 9.137 1.290 0.0 -0.1 0.0 -0.57
C 7.585 8.102 1.052 0.1 0.1 0.0 -0.17
C 7.142 6.873 0.589 0.0 0.1 0.0 -0.50
C 5.785 6.703 0.363 0.1 -0.1 0.0 -0.07
C 4.934 7.768 0.606 0.0 0.0 0.0 -0.37
C 5.481 8.957 1.065 0.0 0.1 0.0 -0.25
H 8.638 8.277 1.245 0.0 -0.1 0.0 0.35
H 7.843 6.068 0.411 0.0 0.0 0.0 0.35
H 5.395 5.762 0.004 0.0 0.1 0.1 0.60
H 3.868 7.678 0.444 0.0 0.0 0.0 0.38
H 4.851 9.817 1.266 -0.1 0.0 0.0 0.34
N -1.951 0.480 -1.539 0.1 -0.1 -0.2 -0.24
C -1.609 -0.808 -1.563 0.1 0.1 -0.1 -0.29
C -1.963 -1.714 -0.577 0.0 0.0 0.1 -0.37
C -2.712 -1.257 0.496 0.0 0.0 0.0 -0.31
C -3.076 0.078 0.539 0.0 0.0 -0.3 -0.37
C -2.673 0.900 -0.499 0.0 0.2 -0.1 -0.41
H -1.021 -1.125 -2.417 0.0 -0.1 0.0 0.43
H -1.657 -2.748 -0.653 0.0 0.0 -0.1 0.41
H -3.007 -1.931 1.290 0.0 0.0 0.0 0.44
H -3.654 0.471 1.356 0.0 0.0 0.1 0.33
H -2.935 1.952 -0.509 0.0 0.0 0.1 0.35
N -2.386 0.114 3.488 0.0 0.0 0.3 -0.16
C -3.202 0.465 4.480 0.0 0.0 -0.1 -0.04
C -2.840 0.455 5.818 -0.1 0.0 0.0 -0.41
C -1.556 0.053 6.145 0.0 0.0 0.0 -0.31
C -0.693 -0.318 5.127 0.0 0.0 0.0 -0.59
C -1.156 -0.268 3.821 0.0 0.0 -0.2 -0.26
H -4.199 0.771 4.179 0.0 0.0 0.1 0.36
H -3.544 0.752 6.585 0.0 0.0 0.0 0.27
H -1.234 0.029 7.178 0.0 0.0 0.0 0.39
H 0.318 -0.638 5.339 0.0 0.0 0.0 0.37
H -0.513 -0.545 2.992 0.0 0.0 0.0 0.36
N -0.467 -4.354 -2.376 0.1 0.0 -0.1 -0.33
C -0.860 -5.339 -3.182 -0.1 0.1 -0.1 -0.46
C -0.077 -6.443 -3.485 0.0 0.0 0.0 -0.52
C 1.187 -6.525 -2.927 0.0 -0.1 0.0 -0.10
C 1.616 -5.506 -2.092 0.0 0.0 0.0 -0.77
C 0.755 -4.449 -1.849 0.0 0.1 0.0 0.03
H -1.855 -5.231 -3.601 0.0 -0.1 0.0 0.40
H -0.450 -7.215 -4.143 0.0 0.0 0.0 0.43
H 1.830 -7.366 -3.141 0.0 0.0 0.0 0.40
H 2.598 -5.532 -1.640 0.0 0.0 0.0 0.42
H 1.048 -3.631 -1.200 0.0 0.0 0.0 0.46
N -2.498 -8.385 0.943 0.1 0.0 0.0 -0.57
C -1.470 -8.736 1.712 -0.1 -0.1 0.0 -0.24
C -0.240 -8.097 1.693 0.0 0.0 0.0 -0.44
C -0.065 -7.035 0.821 0.0 0.0 0.0 -0.27
C -1.121 -6.654 0.010 0.0 0.1 0.0 0.15
C -2.311 -7.360 0.113 -0.1 0.0 0.0 -0.47
H -1.650 -9.574 2.377 0.1 0.0 0.0 0.34
H 0.559 -8.426 2.343 0.0 0.0 0.0 0.37
H 0.880 -6.510 0.775 0.0 0.0 0.0 0.40
H -1.030 -5.829 -0.689 -0.1 -0.2 0.2 0.36
H -3.166 -7.095 -0.500 0.0 0.0 0.0 0.38
N -5.337 0.703 8.784 -0.1 0.1 0.0 -0.42
C -6.400 0.753 7.984 0.1 -0.1 -0.1 -0.01
C -7.620 1.295 8.356 0.0 0.0 0.0 -0.57
C -7.745 1.813 9.634 -0.1 0.0 0.0 -0.14
C -6.651 1.769 10.482 0.0 0.0 0.0 -0.40
C -5.476 1.207 10.008 0.1 0.0 0.0 -0.19
H -6.259 0.333 6.993 -0.1 0.0 0.0 0.33
H -8.449 1.310 7.662 0.0 0.0 0.0 0.34
H -8.681 2.245 9.965 0.0 0.0 0.0 0.37
H -6.706 2.161 11.487 0.0 0.0 0.0 0.34
H -4.594 1.154 10.637 0.0 0.0 0.1 0.35
N 3.880 -5.860 -4.692 0.1 0.0 -0.1 -0.20
C 3.609 -4.701 -5.286 -0.1 0.0 0.1 0.06
C 4.340 -4.190 -6.348 0.0 0.0 0.0 -0.72
C 5.417 -4.924 -6.816 0.0 0.0 -0.1 -0.15
C 5.716 -6.132 -6.209 0.0 0.0 0.0 -0.53
C 4.918 -6.553 -5.157 0.0 -0.1 0.1 -0.20
H 2.759 -4.159 -4.885 0.0 0.0 0.0 0.30
H 4.071 -3.242 -6.793 0.0 0.0 0.0 0.36
H 6.014 -4.559 -7.642 0.0 0.0 0.0 0.37
H 6.548 -6.736 -6.543 0.0 0.0 0.0 0.35
H 5.114 -7.494 -4.655 0.1 0.0 0.0 0.35
```
Forces are in eV/Å.